(1)
Entry from OMol25: a molecular structure, C37H47Ge2IrN6O2S (ωB97M-V with the def2-TZVPD basis set).

Structure (XYZ):
```
96
Properties=species:S:1:pos:R:3:lowdin_charge:R:1
Ir 0.63653 0.42709 0.67761 1.22
C -1.32245 -1.31039 2.27636 -0.11
N -0.21717 -0.39166 2.63977 -0.33
C 0.75350 -1.13320 3.46018 -0.07
C -0.76938 0.76568 3.42321 -0.12
C -0.51200 2.10169 2.78548 -0.24
C -0.96463 3.25854 3.42139 -0.04
C -0.71791 4.50386 2.87254 -0.06
C -0.00910 4.60182 1.67777 -0.07
C 0.43194 3.45250 1.04241 -0.12
C 0.18691 2.18472 1.58348 -0.28
H -1.81402 -1.67755 3.18326 0.11
H -0.93255 -2.15616 1.71305 0.05
H -2.04190 -0.77256 1.66286 0.04
H 0.26826 -1.53438 4.35413 0.11
H 1.56026 -0.46940 3.76664 0.08
H 1.15641 -1.96582 2.88296 0.09
H -0.33219 0.74720 4.42314 0.13
H -1.84215 0.61308 3.55209 0.13
H -1.51177 3.18036 4.35600 0.12
H -1.06843 5.39676 3.37343 0.11
H 0.19371 5.57306 1.24441 0.11
H 0.97554 3.54356 0.10681 0.09
C 1.61562 2.22818 -3.45561 0.02
C 1.07852 1.73642 -2.15053 -0.26
N 1.81478 1.37776 -1.17396 -0.07
O 3.16421 1.44186 -1.42193 0.01
C -0.37529 1.59007 -1.90152 -0.24
C -1.39512 2.09854 -2.85886 0.02
N -0.67828 1.01412 -0.79254 -0.26
O -1.90653 0.69364 -0.45010 -0.31
H 2.47207 1.62824 -3.75680 0.09
H 1.96683 3.25764 -3.34978 0.11
H 0.85778 2.19840 -4.23462 0.08
H 3.55844 1.15617 -0.58467 0.08
H -1.20912 3.15541 -3.06418 0.11
H -2.38606 1.98646 -2.43350 0.07
H -1.35818 1.55904 -3.80612 0.08
C 2.16759 -4.29430 -1.55580 -0.01
N 2.88324 -3.52288 -0.54159 -0.11
C 4.13949 -3.82292 -0.04126 0.00
C 4.45139 -2.87787 0.84651 -0.01
N 3.36686 -1.97832 0.89803 0.03
C 2.40806 -2.39295 0.00999 -0.63
S 0.88464 -1.77084 -0.40871 0.69
C 3.41171 -0.84586 1.76587 -0.27
C 4.18499 -0.94729 2.91060 0.00
C 4.42794 0.18874 3.66058 -0.01
C 3.91114 1.40130 3.23444 -0.01
C 3.09892 1.40397 2.12301 -0.10
N 2.80019 0.29068 1.41046 0.00
H 2.75380 -5.17826 -1.78817 0.10
H 2.03534 -3.69267 -2.45314 0.10
H 1.19062 -4.58798 -1.17619 0.08
H 4.70003 -4.68175 -0.36904 0.14
H 5.35733 -2.72025 1.40021 0.13
H 4.58875 -1.90171 3.21316 0.13
H 5.02435 0.12429 4.56188 0.13
H 4.11406 2.32625 3.75681 0.13
H 2.64545 2.31774 1.76794 0.10
C -6.19923 -1.64902 -1.35932 -0.20
Ge -4.87998 -0.50805 -0.53423 0.84
C -4.94507 1.34684 -1.05532 -0.21
C -4.86987 -0.62033 1.40375 -0.21
Ge -2.44267 -1.45731 -1.24035 1.04
C -2.72996 -3.37489 -0.85831 -0.35
C -1.88540 -4.20736 -1.59440 -0.13
C -1.84302 -5.56655 -1.30760 -0.07
C -2.62930 -6.09164 -0.29016 -0.07
C -3.47096 -5.26180 0.43810 -0.06
C -3.51871 -3.90042 0.16040 -0.12
C -2.35998 -1.13145 -3.15351 -0.35
C -3.42521 -0.64986 -3.91660 -0.11
C -3.25581 -0.36830 -5.26524 -0.06
C -2.01792 -0.56034 -5.86684 -0.06
C -0.95011 -1.04235 -5.12071 -0.07
C -1.11643 -1.31744 -3.76776 -0.14
H -7.16300 -1.32196 -0.95744 0.04
H -6.03590 -2.69344 -1.09946 0.03
H -6.21029 -1.54481 -2.44215 0.03
H -5.89180 1.72245 -0.65469 0.05
H -4.93634 1.48736 -2.13444 0.03
H -4.11702 1.88556 -0.60035 0.02
H -5.92190 -0.57030 1.70133 0.05
H -4.34031 0.23926 1.81316 0.03
H -4.44497 -1.53591 1.80523 0.00
H -1.28401 -3.81078 -2.40610 0.09
H -1.20577 -6.21932 -1.89179 0.11
H -2.59233 -7.15090 -0.07057 0.11
H -4.09580 -5.67465 1.21996 0.11
H -4.18789 -3.26963 0.72893 0.07
H -4.39973 -0.49515 -3.47170 0.07
H -4.09050 -0.00244 -5.85007 0.12
H -1.88737 -0.33514 -6.91763 0.11
H 0.01250 -1.20142 -5.59197 0.11
H -0.26821 -1.67056 -3.18942 0.06
```

Computed properties:
Total charge = +2
E_tot = -178854.7477 eV
Energy above the lowest of the compared OMol25 structures with the same formula, charge and spin = 31.3 kcal per mole
Gap between HOMO and LUMO (spin up / spin down) = 6.32 / 5.64 eV
Spin multiplicity = 5
<S²> = 6.02

***

(2)
Entry from OMol25: a molecular structure, C9H25ClI2NOP2Sn (ωB97M-V with the def2-TZVPD basis set).

Structure (XYZ):
```
42
Properties=species:S:1:pos:R:3:lowdin_charge:R:1
I 0.01725 -1.71444 -2.88038 0.54
I -0.01089 1.26004 -3.42927 0.45
Sn 0.10355 -0.32942 -0.30770 0.43
P -2.66592 0.19425 -0.07758 0.77
C -3.68232 0.02807 -1.60021 -0.23
C -3.43744 -1.02875 1.02606 -0.22
H -4.52767 -0.86402 1.03413 0.09
H -4.59622 1.42215 0.64853 0.09
H -3.04430 -0.88008 2.03831 0.06
H -3.11901 1.95912 1.50610 0.07
H -3.45325 -0.92710 -2.08221 0.05
H -3.20959 -2.03438 0.65420 0.06
C -3.53195 1.67562 0.53815 -0.20
H -4.75636 0.07297 -1.35390 0.09
H -3.42277 2.46528 -0.21251 0.07
H -3.44215 0.87128 -2.26014 0.05
P 2.73248 0.15061 -0.00264 0.73
C 3.59320 -0.07028 -1.57570 -0.24
C 3.44374 1.69024 0.60640 -0.19
H 2.81586 -1.23202 2.00582 0.05
H 4.44953 -0.82457 1.37790 0.09
H 3.40733 -2.04585 0.50136 0.07
C 3.42225 -1.11976 1.09541 -0.21
H 2.95271 1.96398 1.54254 0.07
H 4.51304 1.51245 0.78298 0.09
H 4.67423 -0.03746 -1.40891 0.09
H 3.32700 0.74710 -2.24901 0.05
H 3.30671 2.45762 -0.16226 0.08
H 3.33336 -1.02980 -2.03104 0.05
Cl 0.06944 0.26660 2.16319 0.00
C -0.32178 -3.35933 3.29743 0.02
N 0.29535 -3.93939 2.08913 -0.13
C 0.61841 -5.35990 2.12655 0.00
C 0.29157 -3.43840 0.86041 -0.26
O -0.18740 -2.33937 0.49796 -0.30
H -1.31696 -3.81266 3.47272 0.13
H -0.37846 -2.27021 3.26613 0.05
H 0.32141 -3.68859 4.12548 0.11
H 0.08046 -5.88074 1.31568 0.11
H 1.69554 -5.47344 1.94197 0.12
H 0.33253 -5.74267 3.11138 0.11
H 0.69588 -4.13724 0.12464 0.16
```

Computed properties:
Total charge = +3
E_tot = -66382.0281 eV
Gap between HOMO and LUMO = 5.79 eV
Spin multiplicity = 1

***

(3)
Entry from OMol25: C2H5NO in the gas phase (ωB97M-V with the def2-TZVPD basis set).

Structure (XYZ):
```
9
Properties=species:S:1:pos:R:3:lowdin_charge:R:1
C -0.74083 -0.58049 1.25304 -0.12
N -0.69920 -0.37074 -0.24753 -0.06
C 0.44207 0.16242 -0.84403 -0.38
O 1.15746 1.06132 -0.43881 0.02
H -0.34539 -1.55131 1.73153 0.09
H -0.13106 0.32576 1.76552 0.12
H -1.76080 -0.46070 1.64328 0.06
H -1.08602 -1.33323 -0.59135 0.16
H 0.75046 -0.36746 -1.75984 0.12
```

Computed properties:
E_tot = -5691.8014 eV
Energy above the lowest of the compared OMol25 structures with the same formula, charge and spin = 32.9 kcal per mole
Gap between HOMO and LUMO = 10.75 eV
Spin multiplicity = 1

***

(4)
Entry from OMol25: C9H10 in the gas phase (ωB97M-V with the def2-TZVPD basis set).

Structure (XYZ):
```
19
Properties=species:S:1:pos:R:3:lowdin_charge:R:1
C 2.27918 0.50852 -0.99498 -0.12
C 3.92357 0.08526 -0.53266 0.21
C 0.36850 -0.61286 0.59460 -0.20
C 1.72210 -1.27667 0.64680 -0.13
C -0.15045 -0.12167 -0.74540 -0.31
C 2.79426 -0.43968 -0.03331 -0.28
C 1.03413 0.61197 -1.23533 0.05
C -2.40651 0.84269 0.54803 -0.15
C -1.48157 0.81917 -0.66840 -0.23
H -0.59593 -1.24445 0.93179 0.16
H 0.40239 0.27914 1.27683 0.14
H 2.00067 -1.49609 1.66983 0.12
H 1.80732 -2.12764 -0.00789 0.12
H -0.38878 -1.02170 -1.38784 0.16
H -2.79497 -0.20289 0.52590 0.07
H -3.23675 1.61654 0.28140 0.10
H -1.85237 1.17666 1.48144 0.08
H -1.13986 1.84339 -0.85080 0.09
H -2.28494 0.76030 -1.50003 0.13
```

Computed properties:
E_tot = -9485.3254 eV
Energy above the lowest of the compared OMol25 structures with the same formula, charge and spin = 36.4 kcal per mole
Gap between HOMO and LUMO (spin up / spin down) = 7.73 / 7.28 eV
Spin multiplicity = 3
<S²> = 2.01

***

(5)
Entry from OMol25: 2 unconnected molecules or ions with the total composition C4H7NO (ωB97M-V with the def2-TZVPD basis set).

Structure (XYZ):
```
13
Properties=species:S:1:pos:R:3:lowdin_charge:R:1
C -1.33376 -0.79563 0.87231 0.05
C 3.03934 -0.66521 0.22385 -0.14
C 1.67916 -0.15351 -0.05503 -0.18
C -3.06607 0.69230 -0.34175 -0.12
N -2.14031 -0.22141 0.23432 -0.11
O 2.77468 0.71043 0.06702 -0.09
H 1.04035 -0.22219 0.76532 0.02
H 2.99143 -0.95239 1.23463 0.08
H 3.88922 -1.00870 -0.34079 0.11
H 1.21001 -0.06290 -1.01588 0.10
H -3.73139 1.34875 0.26872 0.10
H -3.79917 0.02953 -0.83033 0.09
H -2.55349 1.30094 -1.08239 0.08
```

Computed properties:
E_tot = -7795.4270 eV
Energy above the lowest of the compared OMol25 structures with the same formula, charge and spin = 97.3 kcal per mole
Gap between HOMO and LUMO = 10.41 eV
Spin multiplicity = 1